Record 1
Below is a cluster of 2 separate species, C4H7NO2 in total in a non-equilibrium geometry, with properties calculated with the ωB97M-V functional and the def2-TZVPD basis.

The geometry in XYZ format:
```
14
Properties=species:S:1:pos:R:3:mulliken_charge:R:1
C -1.37 -0.09 0.92 -0.365
C 1.62 0.51 -0.99 -0.867
C 1.69 -0.29 0.22 0.569
C -1.95 0.11 -0.47 0.051
O -0.23 -0.88 0.73 -0.704
N 2.07 -0.88 1.17 -0.506
O -1.88 1.15 -1.08 -0.472
H 0.88 -1.21 1.43 0.529
H -2.11 -0.60 1.55 0.317
H -1.14 0.89 1.36 0.244
H -2.35 -0.80 -0.95 0.349
H 1.32 -0.13 -1.82 0.276
H 0.86 1.28 -0.88 0.242
H 2.60 0.95 -1.19 0.336
```

Summary:
Kohn-Sham gap, eV: 10.246
Relative energy (zero: lowest compared OMol25 entry of this formula, charge and spin), kcal/mol: 94.88
HOMO energy, eV: -9.4648

Record 2
Below is a cluster of 2 separate species, FH3P2S2 in total in a non-equilibrium geometry, with properties calculated with the ωB97M-V functional and the def2-TZVPD basis.

The geometry in XYZ format:
```
8
Properties=species:S:1:pos:R:3:mulliken_charge:R:1
F 5.44 1.55 -0.21 -0.211
P 4.33 0.63 0.48 0.403
S 4.25 -1.10 -0.41 -0.198
P 0.54 0.32 -0.23 0.076
S -1.02 -0.42 1.06 -0.217
H 1.33 1.27 0.49 0.024
H 1.47 -0.63 -0.04 0.000
H -1.21 -1.32 0.25 0.123
```

Summary:
Kohn-Sham gap, eV: 7.344
SMILES string: FP=S.PS
Relative energy (zero: lowest compared OMol25 entry of this formula, charge and spin), kcal/mol: 28.49
HOMO energy, eV: -8.9385

Record 3
Below is the molecule C8H13NO2 in a non-equilibrium geometry, with properties calculated with the ωB97M-V functional and the def2-TZVPD basis.

The geometry in XYZ format:
```
24
Properties=species:S:1:pos:R:3:mulliken_charge:R:1
C 2.76 1.65 -0.18 -0.886
N 1.56 0.83 -0.20 -0.231
C 1.73 -0.54 -0.70 0.005
O 0.63 -1.25 -1.10 -0.432
C -0.26 -1.56 0.00 0.065
C -1.64 -1.13 -0.48 -0.657
C -1.73 0.35 -0.65 -0.358
C -2.81 1.07 -0.32 -0.205
O -3.94 0.57 0.27 -0.491
C 0.28 -0.87 1.26 -0.904
C 1.60 -0.25 0.77 -0.161
H 2.61 2.33 0.66 0.320
H 2.90 2.17 -1.13 0.284
H 3.61 1.00 0.11 0.314
H 2.70 -0.85 -1.07 0.379
H -0.22 -2.64 0.05 0.430
H -2.49 -1.54 0.10 0.325
H -1.66 -1.60 -1.48 0.316
H -0.89 0.89 -1.05 0.247
H -2.80 2.14 -0.52 0.351
H -4.48 1.28 0.59 0.331
H -0.40 -0.08 1.64 0.232
H 0.45 -1.59 2.05 0.391
H 2.49 -0.39 1.39 0.334
```

Summary:
Kohn-Sham gap, eV: 9.234
SMILES string: CN1[C@@H]2O[C@H](C/C=C\O)C[C@@H]21
Relative energy (zero: lowest compared OMol25 entry of this formula, charge and spin), kcal/mol: 65.43
HOMO energy, eV: -8.4127

Record 4
Below is the molecule C2H3NO in a non-equilibrium geometry, with properties calculated with the ωB97M-V functional and the def2-TZVPD basis.

The geometry in XYZ format:
```
7
Properties=species:S:1:pos:R:3:mulliken_charge:R:1
H 2.08 -0.84 -1.30 0.300
N 1.15 -1.04 -0.95 -0.379
C 0.42 -0.34 -0.32 0.209
C -0.54 0.44 0.35 -0.021
O 0.62 1.19 0.29 -0.493
H -1.49 0.89 -0.15 0.233
H -0.68 -0.12 1.35 0.152
```

Summary:
Kohn-Sham gap, eV: 10.643
SMILES string: [H]/N=C1/CO1
Relative energy (zero: lowest compared OMol25 entry of this formula, charge and spin), kcal/mol: 67.07
HOMO energy, eV: -9.6612

Record 5
Below is a structure of composition C7H12, with properties calculated with the ωB97M-V functional and the def2-TZVPD basis.

The geometry in XYZ format:
```
19
Properties=species:S:1:pos:R:3:mulliken_charge:R:1
C 2.39 0.47 -0.69 -1.201
C 1.15 -0.42 -0.76 -0.730
C 0.25 -0.26 0.46 0.110
C -0.48 1.09 0.67 -0.917
C -1.81 0.34 0.71 -0.146
C -2.32 -0.10 -0.61 -0.826
C -1.10 -1.00 0.45 -0.304
H 3.01 0.35 -1.58 0.364
H 3.00 0.22 0.18 0.324
H 2.11 1.52 -0.61 0.299
H 0.56 -0.17 -1.65 0.368
H 1.45 -1.47 -0.86 0.328
H 0.80 -0.55 1.37 0.461
H -0.41 1.79 -0.18 0.356
H -0.21 1.61 1.59 0.256
H -2.48 0.40 1.57 0.445
H -3.20 -0.73 -0.39 0.197
H -1.36 -1.18 -0.70 0.178
H -1.35 -1.89 1.03 0.438
```

Summary:
Kohn-Sham gap, eV: 9.232
Relative energy (zero: lowest compared OMol25 entry of this formula, charge and spin), kcal/mol: 96.42
HOMO energy, eV: -8.1355

Record 6
Below is a structure of composition C51H40GeN6O3PtS in a non-equilibrium geometry, with properties calculated with the ωB97M-V functional and the def2-TZVPD basis.

The geometry in XYZ format:
```
103
Properties=species:S:1:pos:R:3:mulliken_spin:R:1
Pt -1.11 -1.76 -0.62 -0.005
C 7.58 9.00 -0.56 0.000
O 8.03 7.69 -0.80 0.001
C 7.06 6.72 -0.91 0.010
C 5.70 6.95 -0.79 -0.006
C 4.80 5.90 -0.88 0.012
C 5.23 4.59 -1.11 -0.009
C 6.61 4.39 -1.26 0.010
C 7.51 5.43 -1.15 -0.005
C 4.27 3.52 -1.17 0.018
N 2.97 3.65 -1.01 -0.018
C 2.43 2.41 -1.17 -0.019
C 3.42 1.49 -1.46 -0.027
N 4.59 2.21 -1.47 0.002
C 3.16 0.14 -1.77 0.064
C 4.13 -0.80 -2.14 -0.065
C 3.74 -2.06 -2.52 0.149
C 2.36 -2.32 -2.62 -0.051
N 1.43 -1.48 -2.26 0.080
C 1.78 -0.27 -1.73 0.071
C 0.77 0.60 -1.22 0.206
N -0.51 0.13 -0.87 0.214
C -1.47 1.04 -0.60 0.017
C -1.26 2.39 -0.55 0.132
C 0.05 2.88 -0.72 0.178
C 1.06 2.00 -1.03 0.005
H 8.47 9.62 -0.53 0.000
H 7.06 9.08 0.40 0.000
H 6.92 9.36 -1.35 0.000
H 5.32 7.95 -0.60 0.000
H 3.74 6.07 -0.79 0.000
H 7.00 3.39 -1.45 0.002
H 8.58 5.26 -1.25 0.000
H 5.51 1.81 -1.47 0.001
H 5.18 -0.52 -2.15 -0.008
H 4.46 -2.82 -2.79 0.021
H 2.01 -3.26 -3.03 -0.003
H -2.45 0.63 -0.36 0.007
H -2.08 3.06 -0.34 0.017
H 0.28 3.93 -0.60 0.017
C -5.34 0.71 -7.04 0.000
C -5.24 0.17 -5.64 -0.001
C -5.54 -1.16 -5.35 0.000
C -5.48 -1.64 -4.06 0.000
C -5.11 -0.79 -3.02 0.003
C -4.78 0.53 -3.29 0.007
C -4.85 1.00 -4.59 -0.004
S -5.07 -1.39 -1.34 0.000
O -5.18 -0.21 -0.52 -0.001
O -6.16 -2.35 -1.22 -0.001
N -3.61 -2.00 -1.20 0.000
C -3.31 -3.32 -1.09 -0.005
C -4.10 -4.44 -1.43 0.004
C -3.59 -5.70 -1.24 0.001
C -2.32 -5.88 -0.72 0.030
C -1.58 -4.75 -0.42 0.016
N -2.04 -3.52 -0.61 0.007
H -5.60 -0.08 -7.75 0.000
H -4.40 1.17 -7.35 0.000
H -6.12 1.48 -7.09 0.000
H -5.83 -1.82 -6.16 0.000
H -5.72 -2.67 -3.82 0.000
H -4.49 1.16 -2.47 -0.001
H -4.59 2.03 -4.80 -0.001
H -5.10 -4.27 -1.80 0.000
H -4.19 -6.57 -1.52 0.000
H -1.91 -6.86 -0.54 0.001
H -0.58 -4.81 0.01 -0.039
C 0.20 -2.28 0.78 0.975
Ge -0.58 -1.90 2.53 -0.035
C 0.43 -0.34 3.30 -0.047
C 0.93 0.61 2.41 0.016
C 1.61 1.74 2.86 0.005
C 1.81 1.93 4.22 0.005
C 1.33 0.99 5.12 0.001
C 0.65 -0.13 4.66 0.003
C 0.10 -3.44 3.63 0.043
C 1.45 -3.77 3.50 0.005
C 1.98 -4.91 4.08 0.001
C 1.15 -5.76 4.81 0.005
C -0.19 -5.45 4.96 -0.005
C -0.71 -4.30 4.37 -0.019
C -2.44 -1.63 3.26 0.003
C -3.51 -1.52 2.37 -0.007
C -4.81 -1.36 2.82 0.000
C -5.07 -1.32 4.18 0.000
C -4.02 -1.42 5.08 -0.001
C -2.72 -1.57 4.62 -0.003
H 0.79 0.45 1.35 0.018
H 2.00 2.46 2.14 0.001
H 2.34 2.81 4.57 0.000
H 1.50 1.14 6.18 -0.001
H 0.30 -0.87 5.38 0.000
H 2.08 -3.12 2.91 0.001
H 3.03 -5.15 3.96 0.000
H 1.56 -6.67 5.26 0.001
H -0.84 -6.11 5.53 0.000
H -1.76 -4.08 4.48 -0.001
H -3.31 -1.54 1.30 0.000
H -5.62 -1.27 2.10 0.000
H -6.09 -1.21 4.54 0.000
H -4.22 -1.38 6.15 0.000
H -1.91 -1.64 5.34 0.000
```

Summary:
Kohn-Sham gap (alpha / beta), eV: 2.917 / 3.733
Relative energy (zero: lowest compared OMol25 entry of this formula, charge and spin), kcal/mol: 19.10
Spin multiplicity: 3
HOMO energy (alpha / beta), eV: 0.2920 / -0.5244
⟨S²⟩: 2.04
Total charge: -2

Record 7
Below is a structure of composition C16H20N4O3Sn in a non-equilibrium geometry, with properties calculated with the ωB97M-V functional and the def2-TZVPD basis.

The geometry in XYZ format:
```
44
Properties=species:S:1:pos:R:3:mulliken_charge:R:1
N -1.15 1.44 -1.79 -0.332
C -1.82 1.51 -2.73 0.383
C -2.66 1.68 -3.88 -0.990
H -2.59 0.82 -4.54 0.337
H -2.36 2.58 -4.43 0.358
H -3.71 1.79 -3.57 0.343
N 0.73 2.09 2.11 -0.324
C 0.87 2.84 2.97 0.400
C 1.05 3.77 4.05 -1.003
H 1.33 4.75 3.67 0.341
H 1.85 3.43 4.72 0.341
H 0.14 3.87 4.63 0.340
N 1.43 -2.00 0.73 -0.326
C 1.67 -3.14 0.68 0.364
C 2.01 -4.53 0.68 -0.963
H 1.73 -4.99 1.64 0.346
H 3.09 -4.65 0.54 0.347
H 1.48 -5.05 -0.12 0.331
Sn 0.68 0.47 -0.06 1.640
C -0.39 -0.66 2.64 0.149
O -0.67 -1.13 3.64 -0.141
C -2.04 1.53 1.03 0.139
O -3.03 2.00 1.33 -0.139
C 1.72 2.05 -1.74 -0.293
C 1.83 0.74 -2.25 -0.336
C 2.56 -0.23 -1.54 -0.341
C 3.18 0.12 -0.32 -0.280
C 3.02 1.41 0.21 -0.398
C 2.29 2.37 -0.50 -0.375
H 1.19 2.82 -2.30 0.506
H 1.39 0.48 -3.21 0.559
H 2.68 -1.24 -1.95 0.557
H 3.77 -0.61 0.23 0.505
H 3.48 1.66 1.17 0.537
H 2.18 3.38 -0.11 0.534
C -3.05 -3.05 -1.04 -1.043
C -2.52 -1.98 -0.13 0.596
N -3.27 -1.74 0.98 -0.020
O -1.47 -1.36 -0.35 -0.191
H -3.99 -3.49 -0.67 0.425
H -2.31 -3.85 -1.15 0.312
H -3.21 -2.64 -2.04 0.318
H -2.96 -1.03 1.64 0.171
H -4.12 -2.25 1.15 0.319
```

Summary:
Kohn-Sham gap (alpha / beta), eV: 5.892 / 5.532
HOMO energy (alpha / beta), eV: -23.5066 / -23.5290
Total charge: +4

Record 8
Below is a structure of composition C3H3CsLiO3 in a non-equilibrium geometry, with properties calculated with the ωB97M-V functional and the def2-TZVPD basis.

The geometry in XYZ format:
```
11
Properties=species:S:1:pos:R:3:mulliken_charge:R:1
H 0.25 3.31 -0.23 0.584
C 0.84 1.72 -0.04 -0.629
C 0.14 0.41 0.00 -0.188
O 1.13 -0.62 -0.04 -0.012
C 0.73 -1.91 -0.12 -0.322
O -0.51 -2.10 -0.13 -0.561
O 0.12 2.63 0.55 -0.413
Cs 0.35 -6.76 -0.34 0.962
H -0.53 0.36 -0.88 0.315
H -0.50 0.29 0.89 0.340
Li -2.01 2.67 0.34 0.923
```

Summary:
Kohn-Sham gap (alpha / beta), eV: 3.663 / 3.662
Relative energy (zero: lowest compared OMol25 entry of this formula, charge and spin), kcal/mol: 89.20
HOMO energy (alpha / beta), eV: -8.0040 / -8.0029
Total charge: +1

Number 1: DFT total energy -361.72966 hartree. Number 2: DFT total energy -1580.74011 hartree. Number 3: DFT total energy -517.77863 hartree. Number 4: DFT total energy -207.89078 hartree. Number 5: DFT total energy -273.75490 hartree. Number 6: DFT total energy -5116.06774 hartree. Number 7: DFT total energy -1278.95592 hartree. Number 8: DFT total energy -369.07909 hartree.